{
  "formula": "C30H22N10STi",
  "method": "ωB97M-V with the def2-TZVPD basis set",
  "orbital_gap_ev": [6.22, 6.03],
  "charge": 0,
  "lumo_energy_ev": [-0.67, -1.14],
  "spin_multiplicity": 3,
  "de_lowest_kcal_mol": 0.0,
  "species": ["Ti", "C", "C", "C", "C", "C", "C", "N", "C", "C", "C", "C", "C", "C", "N", "N", "C", "C", "C", "C", "C", "N", "H", "H", "H", "H", "H", "H", "H", "H", "H", "H", "H", "H", "H", "C", "N", "C", "C", "N", "C", "S", "C", "C", "C", "C", "C", "N", "H", "H", "H", "H", "H", "H", "H", "H", "H", "N", "C", "C", "C", "N", "C", "N"],
  "xyz": [[0.32544, 0.33516, 0.68593], [-4.30771, -0.79530, -2.18427], [-4.47847, 0.55096, -1.90394], [-3.55134, 1.25643, -1.15190], [-2.38974, 0.63150, -0.66645], [-2.29347, -0.75758, -0.87563], [-3.21696, -1.45266, -1.63228], [-1.37086, 1.25180, 0.05046], [-1.24491, 2.62192, 0.20186], [-1.82627, 3.67674, -0.51759], [-1.62229, 4.99346, -0.13250], [-0.82679, 5.32098, 0.96065], [-0.18079, 4.31646, 1.65535], [-0.35666, 2.99353, 1.26057], [0.22279, 1.88194, 1.81210], [0.60602, 1.77122, 3.06347], [0.55948, 0.46920, 3.43698], [1.04485, 0.06816, 4.69206], [0.88496, -1.23322, 5.08736], [0.19889, -2.12547, 4.25266], [-0.23731, -1.68002, 3.02987], [-0.04370, -0.42634, 2.58243], [-5.02902, -1.33157, -2.78681], [-5.35654, 1.07030, -2.26867], [-3.76307, 2.28262, -0.90200], [-1.48146, -1.29461, -0.40243], [-3.09258, -2.51965, -1.77739], [-2.40010, 3.48564, -1.41102], [-2.08842, 5.78710, -0.70357], [-0.70303, 6.35706, 1.24663], [0.48750, 4.52786, 2.47991], [1.55202, 0.80236, 5.30061], [1.29277, -1.57059, 6.03032], [0.02162, -3.14800, 4.55188], [-0.77195, -2.34266, 2.36064], [1.71145, -4.78568, -1.27206], [1.38129, -3.59097, -2.02638], [1.37745, -3.44510, -3.39699], [0.99308, -2.19032, -3.67706], [0.75289, -1.55122, -2.46198], [1.00745, -2.42869, -1.44496], [0.80504, -2.23965, 0.20966], [0.49723, -0.17013, -2.34880], [-0.15666, 0.48743, -3.37025], [-0.18762, 1.87292, -3.36224], [0.52908, 2.54000, -2.38160], [1.10687, 1.80856, -1.36649], [0.99436, 0.46017, -1.26848], [1.89480, -5.60285, -1.96452], [0.87950, -5.04198, -0.61649], [2.58801, -4.61096, -0.64937], [1.67812, -4.23495, -4.06190], [0.89146, -1.68951, -4.62170], [-0.63337, -0.07581, -4.16040], [-0.71131, 2.42104, -4.13248], [0.63138, 3.61508, -2.40198], [1.73875, 2.27580, -0.62136], [2.35356, 0.42179, 1.06009], [2.92859, -0.41232, 1.64575], [3.66192, -1.37620, 2.29423], [4.00462, -1.20052, 3.65569], [4.27301, -1.05059, 4.76713], [4.06384, -2.52410, 1.57527], [4.38228, -3.45594, 0.97437]],
  "forces_ev_per_a": [[-0.98, -2.41, -0.28], [-0.08, -0.07, -0.09], [0.00, 0.00, -0.01], [0.03, -0.04, 0.09], [-0.21, 0.07, -0.10], [0.05, 0.26, 0.04], [0.02, 0.00, 0.02], [-0.45, 0.11, -0.61], [-0.14, 0.61, 0.66], [0.10, -0.19, -0.09], [0.13, 0.14, 0.08], [-0.13, 0.15, -0.14], [0.18, -0.35, 0.00], [-0.50, 0.88, -0.18], [0.03, 0.47, 1.15], [-0.16, 0.81, 0.10], [-0.30, -0.40, 0.11], [0.01, 0.13, -0.06], [-0.01, -0.02, -0.06], [-0.04, 0.03, 0.04], [-0.07, -0.09, 0.07], [0.50, -0.05, 1.20], [-0.01, 0.01, 0.02], [0.00, -0.01, 0.01], [-0.01, -0.03, -0.03], [0.04, -0.12, -0.07], [0.01, 0.00, 0.01], [-0.04, 0.00, 0.06], [-0.02, -0.03, -0.02], [0.03, -0.02, 0.01], [-0.05, 0.00, 0.04], [0.01, -0.02, 0.01], [-0.02, 0.03, 0.02], [-0.01, 0.00, -0.03], [0.06, -0.02, -0.02], [0.02, -0.16, 0.20], [-0.04, 0.38, 0.03], [0.04, -0.03, -0.18], [-0.07, -0.03, -0.13], [0.03, -0.36, 0.20], [-0.19, -0.15, -0.02], [-0.09, -0.18, 0.02], [0.09, 0.36, 0.36], [-0.05, -0.09, -0.25], [0.28, 0.01, 0.29], [-0.08, 0.23, -0.37], [0.28, -0.52, -0.12], [0.58, 0.59, -2.45], [0.02, 0.06, -0.05], [-0.02, 0.00, -0.06], [0.06, 0.04, -0.03], [-0.04, -0.03, 0.05], [0.04, 0.02, 0.04], [-0.01, 0.00, 0.04], [-0.02, -0.04, -0.04], [-0.01, 0.00, 0.10], [-0.23, 0.01, 0.21], [1.08, -0.24, 0.37], [0.48, 0.42, -0.18], [-0.13, 0.08, 0.02], [0.02, -0.02, 0.17], [0.00, -0.01, -0.02], [0.06, -0.14, -0.10], [-0.06, -0.03, -0.07]]
}

=====

{
  "formula": "C30H22N6O4Se3TaTe",
  "method": "ωB97M-V with the def2-TZVPD basis set",
  "orbital_gap_ev": 5.91,
  "charge": -1,
  "lumo_energy_ev": 1.75,
  "de_lowest_kcal_mol": 41.0,
  "species": ["Ta", "O", "C", "N", "C", "C", "C", "C", "C", "C", "N", "C", "O", "C", "C", "C", "C", "C", "N", "C", "C", "C", "C", "C", "N", "H", "H", "H", "H", "H", "H", "H", "H", "H", "H", "H", "H", "Se", "Se", "Te", "Se", "O", "N", "O", "C", "C", "C", "C", "C", "C", "N", "C", "C", "C", "C", "C", "C", "H", "H", "H", "H", "H", "H", "H", "H", "H", "H"],
  "xyz": [[-0.55124, -0.50925, 0.42164], [1.54421, 1.29328, 3.64298], [1.07514, 1.20424, 2.52267], [0.97176, 0.07064, 1.76280], [1.98001, -0.90869, 1.91405], [2.59838, -1.27918, 3.10116], [3.63580, -2.20061, 3.07609], [4.06216, -2.73571, 1.87159], [3.43495, -2.38660, 0.68612], [2.36870, -1.49048, 0.69843], [1.50389, -1.27288, -0.38852], [1.92187, -1.59061, -1.63908], [3.07203, -1.54422, -2.05106], [0.85585, -2.23126, -2.48548], [1.22123, -2.92274, -3.63465], [0.26093, -3.66343, -4.29755], [-1.02958, -3.68849, -3.78761], [-1.30054, -2.95051, -2.64847], [-0.38094, -2.23771, -2.01219], [0.72193, 2.46771, 1.78390], [0.84390, 3.69471, 2.42370], [0.70600, 4.84523, 1.66938], [0.46176, 4.72770, 0.30921], [0.35244, 3.45733, -0.23297], [0.47318, 2.34794, 0.48719], [2.27012, -0.83687, 4.02652], [4.10404, -2.50049, 4.00550], [4.87243, -3.45486, 1.85491], [3.75729, -2.81924, -0.24936], [2.24879, -2.86518, -3.96407], [0.51085, -4.21721, -5.19422], [-1.80958, -4.27391, -4.25513], [-2.29190, -2.94077, -2.20416], [1.05977, 3.70433, 3.48213], [0.80878, 5.82032, 2.12930], [0.36277, 5.59526, -0.32884], [0.17107, 3.32230, -1.29091], [-2.99673, -1.12054, -0.13613], [-4.04980, -2.48780, 1.42373], [-2.06959, -3.89723, 2.31171], [-0.29161, -3.03932, 0.79329], [-1.33675, -0.93116, 2.69763], [-1.70435, 0.20431, 3.02322], [-1.58395, 1.01568, 2.08497], [0.55503, 0.41465, -4.97916], [-0.77434, 0.04905, -4.79677], [-1.36483, 0.16892, -3.55318], [-0.63317, 0.63061, -2.45547], [0.70056, 0.98280, -2.64670], [1.28666, 0.87898, -3.90140], [-1.26518, 0.82330, -1.19528], [-2.13724, 1.92070, -1.19103], [-2.98622, 2.20072, -0.10953], [-3.79535, 3.32314, -0.09030], [-3.81269, 4.22115, -1.14766], [-3.00098, 3.95257, -2.23801], [-2.18757, 2.83247, -2.26706], [1.02002, 0.32212, -5.95306], [-1.35706, -0.32466, -5.63045], [-2.41166, -0.07350, -3.40893], [1.27353, 1.36545, -1.81105], [2.32724, 1.15256, -4.02205], [-3.02208, 1.53738, 0.73483], [-4.42859, 3.49122, 0.77272], [-4.45081, 5.09559, -1.12832], [-2.98123, 4.62415, -3.08903], [-1.57183, 2.67895, -3.14147]],
  "forces_ev_per_a": [[0.48, 0.55, 0.27], [-0.03, -0.09, -0.06], [0.03, 0.19, 0.11], [-0.23, -0.14, -0.01], [0.31, -0.05, -0.15], [0.00, 0.09, -0.01], [-0.01, 0.03, 0.03], [0.01, -0.05, 0.04], [-0.03, 0.02, -0.08], [0.34, -0.12, 0.19], [-1.23, 0.94, 0.65], [0.02, -0.29, -0.10], [-0.10, 0.05, 0.01], [-0.02, -0.08, -0.22], [0.09, 0.09, -0.02], [-0.05, 0.04, -0.01], [0.12, 0.00, 0.02], [-0.29, -0.02, 0.15], [-0.01, 0.44, -0.15], [0.17, 0.22, -0.10], [-0.06, -0.09, 0.04], [-0.01, 0.00, 0.01], [0.02, -0.03, -0.01], [-0.09, 0.05, -0.04], [0.18, 0.04, 0.16], [-0.03, -0.03, 0.02], [0.02, 0.02, -0.01], [0.00, 0.02, -0.03], [0.00, 0.00, 0.03], [0.00, -0.01, 0.00], [0.02, 0.00, 0.02], [-0.02, 0.02, 0.01], [0.02, 0.06, -0.01], [0.01, 0.04, 0.00], [-0.03, 0.00, 0.01], [0.00, 0.01, 0.01], [-0.04, 0.04, 0.00], [-0.36, -0.03, 0.05], [0.12, -0.13, 0.06], [-0.15, -0.08, -0.02], [-0.10, -0.72, 0.32], [0.29, 0.08, -0.95], [-0.17, -0.19, 0.25], [0.45, -0.16, -0.84], [0.09, -0.08, -0.05], [-0.10, 0.01, 0.00], [-0.02, -0.01, 0.09], [0.21, 0.06, -0.34], [-0.14, 0.13, 0.10], [0.11, -0.04, -0.01], [0.50, -0.92, 0.49], [-0.28, 0.32, 0.06], [-0.01, -0.02, 0.07], [0.01, 0.05, -0.06], [-0.03, 0.01, -0.03], [0.00, 0.04, -0.01], [0.07, -0.13, 0.01], [-0.02, 0.00, 0.00], [0.01, 0.01, -0.01], [0.02, -0.07, 0.02], [-0.01, -0.09, 0.05], [0.00, -0.01, -0.01], [-0.01, 0.04, -0.10], [0.01, -0.02, 0.01], [0.01, 0.00, 0.01], [-0.04, 0.01, 0.01], [0.03, 0.01, 0.02]]
}

=====

{
  "formula": "C30H22NO2STeV",
  "method": "ωB97M-V with the def2-TZVPD basis set",
  "orbital_gap_ev": [6.65, 6.64],
  "charge": 0,
  "lumo_energy_ev": [-0.96, -1.00],
  "spin_multiplicity": 3,
  "de_lowest_kcal_mol": 2.0,
  "species": ["V", "C", "C", "C", "C", "C", "C", "C", "C", "C", "C", "C", "C", "C", "C", "C", "N", "H", "H", "H", "H", "H", "H", "H", "H", "H", "H", "O", "C", "O", "C", "C", "C", "C", "C", "C", "S", "H", "H", "H", "H", "C", "Te", "C", "C", "C", "C", "C", "C", "C", "H", "H", "H", "H", "H", "H", "H", "H"],
  "xyz": [[-1.10457, 0.83010, 0.28649], [-0.05002, 1.18839, 4.54964], [-0.75637, 0.09509, 5.03680], [-1.41325, -0.74841, 4.15862], [-1.35918, -0.49606, 2.78553], [-0.66974, 0.62292, 2.27910], [-0.01770, 1.44957, 3.18728], [-1.98327, -1.41832, 1.80903], [-2.71753, -2.57353, 2.17672], [-3.22976, -3.38532, 1.21250], [-3.03415, -3.09060, -0.15802], [-3.53837, -3.88730, -1.20807], [-3.32129, -3.52910, -2.50927], [-2.58783, -2.36518, -2.81205], [-2.08124, -1.57692, -1.81556], [-2.30206, -1.92835, -0.46788], [-1.80263, -1.13231, 0.52433], [0.46894, 1.84314, 5.23880], [-0.79122, -0.09945, 6.10067], [-1.95168, -1.59782, 4.55675], [0.52485, 2.31549, 2.82580], [-2.87451, -2.80017, 3.21901], [-3.79551, -4.26887, 1.48332], [-4.09902, -4.78095, -0.96337], [-3.71047, -4.13770, -3.31416], [-2.41972, -2.09061, -3.84474], [-1.50177, -0.69346, -2.06794], [-0.51913, 1.45268, -3.16581], [-0.84698, 2.03114, -2.15179], [-0.20573, 1.84019, -1.00181], [-1.99037, 2.99842, -2.12912], [-2.17877, 3.73126, -3.30360], [-3.20112, 4.64939, -3.42196], [-4.07910, 4.82100, -2.35756], [-3.92342, 4.08239, -1.20153], [-2.87730, 3.16299, -1.05545], [-2.83131, 2.32803, 0.50985], [-1.49294, 3.55508, -4.12142], [-3.31941, 5.22141, -4.33233], [-4.89490, 5.52900, -2.43061], [-4.61836, 4.20738, -0.38129], [3.13830, -0.65671, -0.60811], [2.84173, 1.37402, 0.01287], [4.68817, 1.06766, 1.06504], [5.37004, -0.08101, 0.36752], [6.73035, -0.32393, 0.52781], [7.33908, -1.38829, -0.11817], [6.58660, -2.22369, -0.93158], [5.23023, -1.98946, -1.09313], [4.61403, -0.92124, -0.44952], [2.81482, -0.77630, -1.64024], [2.55128, -1.32445, 0.02285], [4.48650, 0.82885, 2.10921], [5.28904, 1.97400, 1.02697], [7.31774, 0.33308, 1.15843], [8.40038, -1.56043, 0.00576], [7.05764, -3.05068, -1.44685], [4.64200, -2.63601, -1.73376]],
  "forces_ev_per_a": [[-0.21, 0.58, 0.28], [0.01, 0.01, -0.01], [-0.02, -0.01, 0.00], [0.05, 0.04, 0.00], [0.03, -0.09, 0.08], [-0.11, -0.15, -0.17], [0.01, 0.05, 0.00], [0.07, -0.10, -0.01], [-0.04, -0.01, -0.03], [0.01, 0.01, 0.01], [0.05, 0.09, -0.01], [0.00, -0.01, -0.01], [-0.03, -0.06, 0.01], [0.03, 0.05, 0.00], [0.00, -0.01, -0.01], [-0.07, -0.08, -0.02], [0.16, 0.24, -0.01], [0.00, 0.00, 0.00], [0.00, -0.01, 0.00], [0.00, -0.02, 0.00], [0.00, 0.00, 0.00], [0.00, 0.00, 0.01], [0.00, 0.00, 0.01], [0.00, 0.00, 0.00], [0.00, -0.01, 0.01], [0.01, 0.01, 0.00], [0.00, 0.00, 0.00], [-0.03, 0.09, 0.01], [0.03, -0.08, -0.23], [-0.03, -0.42, 0.24], [-0.05, 0.01, -0.04], [0.01, -0.01, 0.01], [0.00, 0.01, 0.01], [0.00, -0.01, 0.01], [0.01, 0.00, -0.02], [-0.01, 0.06, -0.02], [0.20, -0.20, -0.08], [0.00, 0.00, 0.00], [0.00, 0.00, 0.00], [0.00, 0.01, 0.00], [0.00, 0.00, 0.01], [-0.02, 0.01, -0.05], [0.02, 0.00, 0.05], [-0.04, -0.02, 0.00], [-0.01, -0.02, -0.02], [0.01, -0.01, 0.01], [0.01, 0.01, 0.01], [-0.01, -0.01, -0.01], [0.00, -0.01, 0.00], [0.02, 0.02, 0.01], [-0.01, 0.02, 0.00], [-0.02, 0.01, 0.00], [-0.01, 0.02, 0.00], [-0.01, 0.01, -0.01], [0.00, 0.00, 0.00], [0.00, 0.00, 0.00], [0.00, 0.00, 0.00], [0.00, 0.00, 0.00]]
}

=====

{
  "formula": "C30H23AsAuBrN2S",
  "method": "ωB97M-V with the def2-TZVPD basis set",
  "orbital_gap_ev": [7.13, 4.67],
  "charge": 2,
  "lumo_energy_ev": [-6.44, -8.92],
  "spin_multiplicity": 3,
  "species": ["Au", "S", "C", "C", "C", "C", "C", "C", "As", "C", "C", "C", "C", "C", "C", "C", "C", "C", "C", "C", "C", "H", "H", "H", "H", "H", "H", "H", "H", "H", "H", "H", "H", "H", "H", "Br", "C", "C", "C", "C", "C", "C", "N", "C", "C", "C", "C", "C", "C", "N", "H", "H", "H", "H", "H", "H", "H", "H", "H"],
  "xyz": [[0.63085, 0.73878, -1.46358], [2.88985, -0.33072, -1.71128], [3.52325, -0.03752, -0.12418], [4.89555, 0.20008, 0.02072], [5.39525, 0.58098, 1.25082], [4.55005, 0.69148, 2.35002], [3.19665, 0.39028, 2.22852], [2.67685, 0.00698, 1.00252], [0.81935, -0.40122, 0.72172], [0.56555, -2.29852, 0.50532], [-0.75515, -2.70522, 0.30152], [-1.03595, -4.02742, 0.01492], [-0.00095, -4.94652, -0.07678], [1.31115, -4.54282, 0.12082], [1.60535, -3.21892, 0.40992], [-0.06105, 0.12588, 2.36042], [-0.54155, -0.85302, 3.22722], [-0.98285, -0.48302, 4.48652], [-0.98565, 0.85278, 4.85822], [-0.55585, 1.83178, 3.97192], [-0.09155, 1.47288, 2.71822], [5.53815, 0.11638, -0.84308], [6.44515, 0.81168, 1.34532], [4.94935, 1.00298, 3.30212], [2.53965, 0.46518, 3.08842], [-1.55405, -1.96832, 0.35072], [-2.05575, -4.33782, -0.15318], [-0.22445, -5.97552, -0.30898], [2.11105, -5.26032, 0.03092], [2.63245, -2.90222, 0.56852], [-0.54305, -1.89632, 2.92402], [-1.31085, -1.24642, 5.17582], [-1.32355, 1.13088, 5.84472], [-0.57735, 2.87018, 4.26372], [0.25775, 2.23278, 2.02082], [-4.73775, -4.29262, -2.70918], [-3.78805, -2.66682, -2.47788], [-2.41965, -2.63742, -2.74258], [-1.71485, -1.47202, -2.53838], [-2.37715, -0.29912, -2.14738], [-3.75415, -0.34272, -1.87668], [-4.45155, -1.52402, -2.02988], [-1.60575, 0.84468, -2.05638], [-2.02025, 2.02808, -2.29858], [-1.11795, 3.15978, -2.24518], [-1.58475, 4.46378, -2.41768], [-0.67975, 5.51278, -2.35818], [0.66145, 5.23228, -2.13878], [1.04815, 3.90698, -1.98628], [0.18435, 2.90888, -2.03838], [-1.92755, -3.52412, -3.10668], [-0.64575, -1.43762, -2.71868], [-4.27415, 0.54018, -1.52968], [-5.50955, -1.56132, -1.81558], [-3.04955, 2.23118, -2.58798], [-2.63565, 4.64518, -2.57678], [-1.01615, 6.52888, -2.48418], [1.39725, 6.01888, -2.08168], [2.08515, 3.64588, -1.82068]],
  "forces_ev_per_a": [[0.13, -0.27, -0.10], [-0.33, 0.73, 0.54], [-0.44, -0.26, -0.63], [0.24, -0.06, 0.02], [0.05, 0.03, -0.08], [0.20, -0.03, -0.20], [-0.60, -0.23, -0.15], [0.16, 0.22, 0.44], [-0.21, -0.49, 0.49], [-0.18, 0.05, -0.14], [0.05, 0.43, 0.07], [0.03, -0.05, 0.05], [-0.04, 0.12, 0.02], [0.08, 0.01, -0.04], [0.14, 0.33, 0.09], [-0.02, 0.05, -0.25], [0.21, -0.22, -0.29], [-0.03, -0.01, -0.01], [0.01, -0.05, 0.00], [-0.01, -0.01, -0.04], [0.11, 0.06, -0.27], [0.09, 0.02, -0.04], [0.08, -0.01, 0.05], [0.02, 0.02, 0.12], [0.09, -0.05, -0.01], [-0.03, -0.16, 0.00], [-0.11, -0.03, 0.02], [0.03, -0.13, -0.02], [0.10, -0.07, 0.05], [-0.06, -0.11, -0.04], [0.03, 0.12, 0.14], [-0.08, -0.01, 0.05], [-0.04, 0.05, 0.07], [0.01, 0.10, 0.01], [-0.03, -0.06, 0.14], [0.19, 0.38, 0.07], [0.01, -0.05, -0.01], [-0.44, -0.10, 0.03], [-0.25, 0.54, -0.01], [-0.77, -1.44, -0.09], [0.51, 0.22, -0.08], [0.05, -0.35, -0.13], [0.92, 1.37, 0.22], [-0.44, -0.81, 0.01], [0.32, 1.13, -0.02], [0.19, -0.55, 0.11], [0.30, -0.11, 0.03], [-0.27, 0.00, -0.02], [0.23, 0.40, -0.01], [-0.14, -0.55, -0.04], [0.10, -0.11, 0.02], [-0.02, -0.04, -0.05], [-0.01, 0.03, 0.03], [-0.03, -0.02, 0.02], [-0.04, -0.10, -0.03], [-0.13, -0.01, -0.06], [-0.03, 0.13, -0.01], [0.05, 0.04, -0.02], [0.01, 0.02, -0.01]]
}

=====

Max |F|? In order: 2.614 1.676 0.680 1.667 eV Å⁻¹.